Entry 1:
13
Properties=species:S:1:pos:R:3:nbo_charge:R:1 method="wB97M-V/def2-TZVPD" de_lowest_ev=2.946 total_energy_ha=-414.7887 homo_lumo_gap_ev="7.3 / 8.5" multiplicity=3 largest_force_ev_per_a=6.13
C -0.291 -1.127 0.087 -0.179
C 1.539 0.840 0.055 0.508
N 1.320 1.148 -1.258 -0.851
N -1.576 -0.793 0.298 0.202
O -2.427 -0.210 -0.426 -0.330
O -1.913 -0.968 1.690 -0.572
O 1.009 1.381 0.978 -0.587
H 0.108 -0.991 -0.877 0.194
H 0.231 -1.447 0.905 0.202
H 2.563 0.334 0.214 0.107
H 1.921 0.705 -1.931 0.395
H 0.334 1.579 -1.545 0.419
H -2.817 -0.449 1.809 0.492

Entry 2:
5
Properties=species:S:1:pos:R:3:nbo_charge:R:1 method="wB97M-V/def2-TZVPD" de_lowest_ev=4.860 total_energy_ha=-1049.3532 homo_lumo_gap_ev="10.5 / 5.5" multiplicity=1 largest_force_ev_per_a=1.87
F 1.003 0.696 -0.760 -0.657
F -1.050 1.537 0.309 -0.661
F 0.723 0.685 1.741 -0.660
Si 0.004 0.401 0.379 1.981
Cl -0.681 -3.319 -1.669 -0.004

Entry 3:
83
Properties=species:S:1:pos:R:3:lowdin_charge:R:1 method="wB97M-V/def2-TZVPD" de_lowest_ev=3.013 total_energy_ha=-6666.5632 homo_lumo_gap_ev=8.1 multiplicity=1 largest_force_ev_per_a=0.62
Zr -0.140 -1.148 -1.383 1.750
N 4.446 -0.529 -1.463 0.059
C 3.171 -0.970 -1.205 -0.887
S 2.168 -1.314 -2.582 0.650
N 2.826 -1.083 0.042 -0.010
N 1.537 -1.587 0.149 -0.141
C 1.312 -2.261 1.219 -0.094
C 0.228 -3.198 1.399 -0.163
C 0.033 -3.774 2.662 -0.046
C -0.789 -4.865 2.833 -0.105
C -1.381 -5.449 1.707 -0.091
C -1.203 -4.910 0.453 -0.017
C -0.449 -3.734 0.273 -0.359
O -0.371 -3.186 -0.910 -0.210
H 4.781 -0.687 -2.398 0.074
H 5.115 -0.675 -0.722 0.092
H 2.083 -2.244 1.989 0.122
H 0.560 -3.350 3.510 0.114
H -0.936 -5.293 3.815 0.096
H -1.989 -6.337 1.823 0.104
H -1.666 -5.347 -0.422 0.121
C -3.108 -2.208 1.186 0.047
C -2.185 -1.039 1.317 -0.447
O -1.274 -0.803 0.511 -0.109
N -2.375 -0.215 2.359 0.114
C -1.744 1.096 2.423 -0.116
C -0.407 1.190 3.118 -0.252
C -0.151 2.231 4.001 -0.029
C 1.137 2.394 4.486 -0.076
C 2.118 1.507 4.080 -0.060
C 1.753 0.472 3.228 -0.129
N 0.524 0.312 2.757 0.147
H -3.103 -2.547 0.153 0.089
H -4.121 -1.939 1.484 0.094
H -2.751 -3.012 1.832 0.085
H -3.194 -0.374 2.922 0.148
H -2.449 1.779 2.899 0.126
H -1.605 1.443 1.401 0.056
H -0.943 2.913 4.284 0.112
H 1.370 3.205 5.164 0.110
H 3.142 1.604 4.411 0.105
H 2.489 -0.249 2.888 0.089
C 1.282 4.709 1.511 -0.086
N 1.517 4.038 0.258 -0.177
C 1.035 4.713 -0.927 -0.089
C 2.458 3.027 0.103 -0.457
N 2.236 2.101 -0.745 0.187
N 3.548 3.084 0.978 -0.169
C 4.310 4.319 1.057 -0.065
C 4.385 1.907 1.058 -0.095
H 0.204 4.781 1.690 0.069
H 1.684 5.731 1.536 0.081
H 1.728 4.141 2.325 0.072
H 1.621 5.621 -1.134 0.085
H -0.006 5.012 -0.800 0.035
H 1.102 4.037 -1.775 0.071
H 3.065 1.543 -0.925 0.013
H 3.704 5.165 0.752 0.073
H 5.185 4.280 0.395 0.089
H 4.664 4.491 2.076 0.087
H 5.068 1.822 0.200 0.083
H 3.769 1.011 1.084 0.048
H 4.988 1.962 1.967 0.086
O -0.804 1.157 -1.258 -0.456
O -0.414 0.568 -2.555 -0.418
Br -5.990 -3.498 -7.461 0.737
C -4.732 -3.002 -6.136 -0.686
C -5.182 -2.408 -4.967 -0.115
C -4.258 -2.051 -4.000 -0.006
C -2.904 -2.283 -4.209 -0.119
C -2.468 -2.873 -5.389 0.004
C -3.384 -3.240 -6.360 -0.113
C -1.924 -1.892 -3.168 -0.573
O -0.680 -1.980 -3.388 -0.127
O -2.315 -1.462 -2.044 -0.132
H -6.238 -2.230 -4.822 0.101
H -4.574 -1.585 -3.077 0.108
H -1.409 -3.040 -5.533 0.126
H -3.061 -3.704 -7.281 0.102
Cl -3.827 1.277 -1.733 0.388
Si -2.014 2.195 -1.623 -0.748
Cl -2.123 3.498 -0.051 0.415
Cl -1.708 3.242 -3.319 0.406

Entry 4:
79
Properties=species:S:1:pos:R:3:lowdin_charge:R:1 method="wB97M-V/def2-TZVPD" charge=-1 total_energy_ha=-4170.1025 homo_lumo_gap_ev=7.3 multiplicity=1 largest_force_ev_per_a=8.99
C 0.541 1.704 -2.742 -0.014
C -0.946 1.092 -2.363 -0.266
O -1.582 0.189 -3.157 -0.060
O -1.570 1.636 -1.112 -0.129
C -2.402 0.582 -0.477 -0.185
C -2.541 0.920 1.137 -0.173
C -1.102 0.715 1.962 -0.203
C -1.036 -0.813 2.588 -0.231
C 0.503 -1.415 2.701 -0.287
C 1.082 -1.518 1.163 -0.317
Ga 2.848 -2.667 1.068 0.365
C 2.270 -4.557 0.478 -0.273
C 3.097 -5.187 -0.788 -0.350
C 2.660 -6.799 -0.859 -0.114
F 2.638 -4.620 -2.111 -0.150
P 4.278 -1.545 -0.396 0.590
O 5.752 -1.443 0.202 -0.491
O 4.265 -2.115 -2.041 -0.311
O 3.693 0.132 -0.466 -0.317
H 1.341 0.825 -2.706 0.101
H 0.445 2.176 -3.824 0.086
H 0.912 2.533 -1.981 0.101
H -3.459 0.622 -1.020 0.137
H -1.923 -0.499 -0.626 0.138
H -3.423 0.289 1.631 0.127
H -2.789 2.085 1.195 0.085
H -1.062 1.559 2.793 0.107
H -0.252 0.960 1.195 0.095
H -1.600 -1.502 1.794 0.109
H -1.621 -0.806 3.604 0.100
H 1.203 -0.770 3.416 0.116
H 0.421 -2.485 3.224 0.094
H 1.400 -0.425 0.842 0.030
H 0.301 -1.993 0.423 0.059
H 3.501 -2.814 2.550 -0.037
H 1.108 -4.626 0.218 0.075
H 2.416 -5.314 1.390 0.057
H 4.256 -5.120 -0.637 0.135
H 1.478 -6.789 -0.691 0.085
H 3.145 -7.443 -0.011 0.075
H 2.908 -7.149 -1.950 0.070
H 4.871 -2.910 -2.141 0.065
H 2.767 0.143 -0.896 0.035
F -4.402 3.105 1.257 0.039
C -4.362 4.401 0.922 -0.279
C -3.186 5.120 1.107 -0.010
C -3.143 6.469 0.754 -0.080
C -4.281 7.087 0.229 -0.103
C -5.458 6.358 0.052 -0.090
C -5.497 5.006 0.395 -0.017
H -2.315 4.625 1.524 0.117
H -2.227 7.038 0.887 0.105
H -4.248 8.140 -0.042 0.098
H -6.344 6.842 -0.353 0.102
H -6.401 4.423 0.256 0.114
F -0.535 5.797 -4.259 0.064
C -0.951 5.295 -5.430 -0.288
C -1.515 4.024 -5.467 -0.015
C -1.953 3.503 -6.685 -0.074
C -1.811 4.255 -7.854 -0.102
C -1.239 5.527 -7.807 -0.091
C -0.811 6.052 -6.587 -0.023
H -1.609 3.452 -4.551 0.107
H -2.402 2.514 -6.724 0.109
H -2.149 3.846 -8.804 0.098
H -1.126 6.108 -8.718 0.101
H -0.373 7.043 -6.531 0.113
F 3.010 -5.131 3.178 -0.001
C 2.739 -5.102 4.489 -0.272
C 2.877 -6.262 5.243 -0.020
C 2.599 -6.231 6.609 -0.099
C 2.175 -5.041 7.205 -0.113
C 2.034 -3.882 6.439 -0.081
C 2.323 -3.911 5.075 -0.017
H 3.200 -7.179 4.761 0.112
H 2.711 -7.131 7.209 0.097
H 1.954 -5.018 8.270 0.093
H 1.700 -2.958 6.905 0.103
H 2.227 -3.018 4.467 0.069

Entry 5:
26
Properties=species:S:1:pos:R:3:nbo_charge:R:1 method="wB97M-V/def2-TZVPD" charge=+1 de_lowest_ev=5.028 total_energy_ha=-1086.8352 homo_lumo_gap_ev="6.9 / 7.0" multiplicity=1 largest_force_ev_per_a=3.42
C -2.662 -1.802 -0.094 -0.495
C -2.728 -0.637 0.907 -0.173
C -1.134 -1.624 -0.219 -0.077
C 2.684 0.365 -1.283 -0.422
C 2.432 2.635 -0.343 -0.424
C -0.391 -0.965 2.107 -0.458
N 1.904 1.313 -0.559 -0.577
N -1.127 -0.559 0.945 -0.459
P -0.339 0.049 -2.386 0.303
S 0.267 1.532 -0.953 0.199
H -2.880 -2.743 0.331 0.230
H -3.188 -1.787 -1.017 0.242
H -3.134 0.336 0.549 0.239
H -3.095 -0.949 1.882 0.234
H -0.414 -2.505 -0.184 0.226
H 2.147 -0.585 -1.137 0.213
H 2.825 0.869 -2.245 0.197
H 3.611 0.234 -0.831 0.223
H 3.453 2.382 0.026 0.219
H 2.608 3.044 -1.296 0.185
H 1.755 3.222 0.309 0.225
H 0.636 -0.669 2.249 0.251
H -0.869 -0.559 2.999 0.231
H -0.241 -2.016 2.296 0.236
H -0.764 0.356 0.515 0.439
H -1.354 1.063 -2.567 -0.007

What did the second record say?
5
Properties=species:S:1:pos:R:3:nbo_charge:R:1 method="wB97M-V/def2-TZVPD" de_lowest_ev=4.860 total_energy_ha=-1049.3532 homo_lumo_gap_ev="10.5 / 5.5" multiplicity=1 largest_force_ev_per_a=1.87
F 1.003 0.696 -0.760 -0.657
F -1.050 1.537 0.309 -0.661
F 0.723 0.685 1.741 -0.660
Si 0.004 0.401 0.379 1.981
Cl -0.681 -3.319 -1.669 -0.004